Model one:
C5H11NO | ωB97M-V/def2-TZVPD

Output
HOMO level (alpha / beta) (eV): 0.59 / -2.90
LUMO energy (alpha / beta) (eV): 3.855 / 3.784
Total charge: -1
Expectation value of S²: 0.754
2S+1: 2

CARTESIAN COORDINATES (ANGSTROEM)
O (-0.93, 2.19, 1.34)
N (-0.13, -1.53, -0.75)
C (0.69, -2.11, -1.79)
C (0.34, -0.46, 0.11)
C (-0.10, -0.59, 1.54)
C (-0.16, 2.15, 0.32)
C (0.08, 0.95, -0.53)
H (0.03, -2.53, -2.56)
H (0.55, 3.02, 0.24)
H (-0.85, 0.91, -1.12)
H (1.29, -2.96, -1.46)
H (0.91, 1.09, -1.22)
H (0.47, 0.13, 2.13)
H (1.44, -0.60, 0.10)
H (-0.95, -2.01, -0.44)
H (-1.12, -0.25, 1.75)
H (-0.04, -1.64, 1.85)
H (1.33, -1.32, -2.18)

Results of the Mulliken charge analysis, in e, for atoms 1 through 6: -0.72, -0.13, -0.89, 0.34, -1.50, -0.56

---

Model two:
C5H11NO | ωB97M-V/def2-TZVPD

Output
HOMO level (alpha / beta) (eV): 0.51 / -2.19
LUMO energy (alpha / beta) (eV): 3.679 / 3.662
Total charge: -1
Expectation value of S²: 0.754
2S+1: 2

CARTESIAN COORDINATES (ANGSTROEM)
O (2.16, 2.26, 1.92)
N (0.54, 1.06, 0.76)
C (-2.17, -2.58, -0.64)
C (-1.23, -1.82, 0.01)
C (0.65, 0.10, -0.31)
C (-0.52, -0.80, -0.94)
C (1.18, 2.34, 0.81)
H (1.52, -0.57, -0.43)
H (0.91, 0.80, -1.25)
H (1.76, 2.69, -0.08)
H (2.20, 1.32, 2.01)
H (-0.35, 1.08, 1.11)
H (-2.78, -2.02, -1.33)
H (-1.41, -0.11, -1.15)
H (-0.70, -2.02, 0.95)
H (-0.11, -1.35, -1.84)
H (-2.12, -3.57, -0.69)
H (0.47, 3.19, 1.09)

Results of the Mulliken charge analysis, in e, for atoms 1 through 6: -0.55, -0.26, -0.82, -0.62, -0.38, -0.77

---

Model three:
C5H11NO | ωB97M-V/def2-TZVPD

Output
HOMO level (alpha / beta) (eV): 1.33 / -3.51
LUMO energy (alpha / beta) (eV): 3.991 / 3.825
Total charge: -1
Expectation value of S²: 0.753
2S+1: 2

CARTESIAN COORDINATES (ANGSTROEM)
O (0.46, 1.93, 1.86)
N (1.84, 0.68, 0.42)
C (0.92, 1.02, -0.71)
C (-0.54, 0.65, -0.53)
C (-0.74, -0.79, 0.16)
C (-1.62, -1.72, -0.70)
C (1.40, 1.11, 1.80)
H (-1.08, 1.37, 0.10)
H (2.20, -0.27, 0.48)
H (-1.14, 0.54, -1.43)
H (-1.16, -1.70, -1.70)
H (0.92, 2.12, -0.72)
H (1.97, 0.59, 2.59)
H (1.52, 0.54, -1.50)
H (-2.58, -1.25, -0.98)
H (-1.76, -2.76, -0.41)
H (-0.93, -0.84, 1.23)
H (0.31, -1.22, 0.05)

Results of the Mulliken charge analysis, in e, for atoms 1 through 6: -0.69, -0.37, -0.82, -0.64, -0.12, -1.50

---

Model four:
C5H11NO | ωB97M-V/def2-TZVPD

Output
HOMO level (alpha / beta) (eV): 1.20 / -5.52
LUMO energy (alpha / beta) (eV): 4.065 / 4.003
Total charge: -1
Expectation value of S²: 0.750
2S+1: 2

CARTESIAN COORDINATES (ANGSTROEM)
O (0.84, -1.62, -0.30)
N (0.14, 0.41, -0.99)
C (0.26, -0.03, -2.36)
C (0.38, -1.17, 2.41)
C (0.14, -0.11, 1.38)
C (0.33, -0.55, -0.03)
C (-0.83, 1.48, -0.78)
H (-0.57, -1.64, 2.66)
H (0.43, 0.82, -3.00)
H (-0.65, -0.55, -2.72)
H (0.84, -0.72, 3.28)
H (0.80, 0.76, 1.53)
H (1.03, -1.95, 2.04)
H (-0.34, 2.43, -0.54)
H (-0.85, 0.34, 1.50)
H (1.05, -0.77, -2.42)
H (-1.56, 1.26, 0.00)
H (-1.44, 1.62, -1.67)

Results of the Mulliken charge analysis, in e, for atoms 1 through 6: -0.33, 1.90, -1.95, -1.01, -1.13, 0.08

---

Sorted by energy, starting with the most stable: model four, model one, model three, model two.